{
  "formula": "C62H60CsN5O3S3Te",
  "method": "ωB97M-V/def2-TZVPD",
  "total_charge": -2,
  "gap_ev": 5.05,
  "de_lowest_ev": 0.000,
  "homo_ev": -1.835,
  "e_tot_ev": -119210.43406,
  "species": ["Cs", "C", "N", "C", "C", "N", "C", "C", "C", "C", "C", "C", "C", "S", "C", "C", "C", "C", "C", "C", "S", "H", "H", "H", "H", "H", "H", "H", "H", "H", "H", "H", "H", "H", "H", "H", "H", "H", "H", "C", "C", "C", "C", "C", "O", "C", "C", "C", "C", "C", "C", "C", "O", "C", "C", "C", "N", "C", "C", "Te", "C", "C", "C", "C", "C", "C", "C", "C", "C", "C", "C", "C", "H", "H", "H", "H", "H", "H", "H", "H", "H", "H", "H", "H", "H", "H", "H", "H", "H", "H", "H", "H", "H", "H", "H", "H", "O", "S", "C", "C", "C", "C", "C", "C", "C", "C", "C", "C", "C", "C", "C", "C", "H", "H", "H", "H", "H", "H", "H", "H", "H", "H", "H", "H", "H", "H", "N", "C", "C", "C", "N", "H", "H", "H", "H"],
  "positions_angstrom": [[-1.16259, -0.34253, 0.15130], [-3.11705, 1.80173, 2.71577], [-2.02031, 1.38275, 3.58172], [-1.04080, 2.41513, 3.86429], [0.19258, 2.34429, 2.96676], [-0.03070, 2.79741, 1.60596], [1.12571, 2.54111, 0.76301], [-0.48716, 4.15067, 1.44722], [0.05320, 5.16373, 2.23401], [-0.33370, 6.48862, 2.09118], [-1.27468, 6.80121, 1.11804], [-1.81307, 5.80315, 0.32595], [-1.45580, 4.44850, 0.45953], [-2.19912, 3.23504, -0.54714], [-2.44691, 0.55098, 4.65186], [-2.52419, 1.04714, 5.95409], [-2.90449, 0.25529, 7.03156], [-3.24865, -1.06823, 6.79204], [-3.21238, -1.56526, 5.49910], [-2.82117, -0.79806, 4.38717], [-2.80321, -1.51324, 2.79733], [-3.72565, 2.59729, 3.18041], [-3.75219, 0.93611, 2.53267], [-2.74621, 2.16326, 1.75697], [-0.68203, 2.31676, 4.88962], [-1.49149, 3.41396, 3.78194], [0.50233, 1.29560, 2.90771], [1.02445, 2.88840, 3.45790], [2.01748, 3.09124, 1.11418], [0.91233, 2.83367, -0.26578], [1.36689, 1.47479, 0.77044], [0.79360, 4.90843, 2.98382], [0.09404, 7.25748, 2.72394], [-1.59580, 7.82788, 0.97687], [-2.55291, 6.04866, -0.42677], [-2.28285, 2.08820, 6.13432], [-2.94125, 0.67392, 8.03069], [-3.55025, -1.71512, 7.60980], [-3.47933, -2.59785, 5.30714], [0.33237, -0.91707, -7.97666], [0.00351, -0.87052, -6.50783], [-1.17684, -1.36732, -6.00078], [-1.50831, -1.29352, -4.64170], [-2.83234, -1.82847, -4.25057], [-3.36502, -2.72333, -4.89589], [-3.57808, -1.26018, -3.07598], [-4.36836, -2.13050, -2.33242], [-5.08941, -1.66849, -1.24049], [-5.05598, -0.32070, -0.91292], [-4.29093, 0.56184, -1.66801], [-3.53994, 0.09089, -2.73582], [-0.59289, -0.75105, -3.68848], [-0.80182, -0.74166, -2.43151], [0.62533, -0.21448, -4.24139], [0.89060, -0.28658, -5.58902], [1.54207, 0.55630, -3.34541], [1.23973, 1.69752, -2.87146], [-0.09410, 2.20128, -3.14447], [-0.18878, 3.70601, -3.06038], [-2.19488, 4.23540, -3.54670], [-1.70925, 4.18333, -5.62552], [-1.25941, 5.31123, -6.31187], [-0.88930, 5.23273, -7.64894], [-0.95892, 4.01911, -8.32080], [-1.40200, 2.88804, -7.65027], [-1.77872, 2.97232, -6.31505], [2.88862, 0.00104, -3.00089], [3.61221, 0.56662, -1.94911], [4.86146, 0.07801, -1.61008], [5.41873, -0.97934, -2.32432], [4.70345, -1.55140, -3.36362], [3.43937, -1.07357, -3.69023], [-0.50644, -1.32096, -8.54641], [1.20335, -1.54713, -8.18170], [0.55485, 0.07858, -8.37265], [-1.90812, -1.82111, -6.66215], [-4.39336, -3.17572, -2.61398], [-5.66273, -2.35933, -0.63504], [-5.59527, 0.04101, -0.04633], [-4.23780, 1.60774, -1.38995], [-2.90897, 0.77816, -3.28845], [1.81268, 0.15827, -5.95845], [-0.76258, 1.78678, -2.38373], [-0.45535, 1.86355, -4.12089], [0.48377, 4.21915, -3.74886], [-0.03653, 4.06337, -2.04436], [-1.19360, 6.25840, -5.78937], [-0.53879, 6.11973, -8.16475], [-0.66153, 3.95427, -9.36103], [-1.44563, 1.93159, -8.15875], [-2.11106, 2.08027, -5.79553], [3.16436, 1.38830, -1.40540], [5.40321, 0.51924, -0.78171], [6.39908, -1.35933, -2.06065], [5.11745, -2.38871, -3.91342], [2.86630, -1.55482, -4.47120], [1.68009, -1.66154, 2.46448], [3.14840, -1.82727, 2.54335], [3.46922, -3.61537, 2.37012], [2.69356, -4.50937, 3.29095], [1.29834, -4.46770, 3.31778], [0.59787, -5.27444, 4.20060], [1.27255, -6.15277, 5.03874], [2.65729, -6.22097, 4.99577], [3.36175, -5.39559, 4.13033], [3.64271, -1.58489, 4.31262], [2.54381, -1.84766, 5.29830], [2.66143, -2.88251, 6.22034], [1.63245, -3.15647, 7.10889], [0.46757, -2.40444, 7.07197], [0.34133, -1.36498, 6.16004], [1.37924, -1.08224, 5.28574], [4.54855, -3.74554, 2.48357], [3.20831, -3.79936, 1.32593], [0.76804, -3.77841, 2.67478], [-0.48178, -5.20281, 4.23517], [0.71844, -6.78087, 5.72564], [3.19099, -6.90719, 5.64267], [4.44620, -5.43784, 4.10635], [3.96256, -0.54182, 4.33168], [4.51205, -2.21705, 4.50314], [3.55958, -3.48902, 6.23303], [1.73573, -3.97301, 7.81407], [-0.35531, -2.62926, 7.73893], [-0.57614, -0.79304, 6.11519], [1.26463, -0.28603, 4.56123], [0.49117, -3.03836, -1.55539], [1.16247, -3.98991, -2.22822], [2.48671, -3.86257, -1.87396], [2.50172, -2.76807, -0.98650], [1.28829, -2.27672, -0.79714], [-0.45959, -2.72516, -1.70855], [0.65820, -4.65789, -2.90627], [3.31870, -4.44770, -2.22677], [3.34680, -2.29110, -0.51184]],
  "mulliken_charge": [0.823, -0.892, 1.404, -1.413, -0.552, 1.516, -0.462, -1.056, -0.076, -0.936, -0.643, -0.923, 0.433, -0.121, -1.096, -0.073, -0.904, -0.591, -0.658, 0.744, -0.360, 0.175, 0.424, -0.090, 0.647, 0.388, 0.219, -0.020, 0.241, -0.425, 0.262, 0.321, 0.376, 0.344, 0.390, 0.452, 0.330, 0.356, 0.339, -1.894, 0.467, -0.740, 0.989, -0.384, -0.729, 0.735, -0.710, -0.600, -0.418, -0.477, 0.395, 0.667, -1.118, -0.431, -0.103, 0.233, -0.653, 0.571, -1.174, 0.350, -0.216, -0.458, -0.456, -0.527, -0.468, 0.105, 0.506, -0.272, -0.834, -0.384, -0.903, -0.008, 0.338, 0.404, 0.374, 0.389, 0.428, 0.369, 0.319, 0.358, 0.185, 0.414, 0.037, -0.172, 0.747, 0.021, 0.361, 0.344, 0.348, 0.442, 0.114, 0.451, 0.428, 0.378, 0.400, 0.374, -0.163, 0.515, -0.754, 0.482, -0.239, -0.696, -0.421, -0.558, -0.500, -1.619, 0.359, -0.429, -0.626, -0.640, -0.057, 0.245, 0.526, 0.120, 0.496, 0.457, 0.390, 0.337, 0.336, 0.572, 0.477, 0.315, 0.379, 0.429, 0.339, 0.198, 0.342, -0.518, -0.969, -0.543, 0.055, -0.030, 0.515, 0.395, 0.678]
}